Here is 2 unconnected molecules or ions with the total composition C7H10BF3N4O8S at a distorted geometry from the OMol25 dataset. Energies are from wB97M-V/def2-TZVPD.

The geometry in XYZ format:
```
34
Properties=species:S:1:pos:R:3:forces:R:3
C -2.457 -1.857 0.480 -0.38 -0.03 -0.06
C -2.161 -2.299 -0.920 -0.07 0.22 0.40
O -1.816 -3.392 -1.236 0.25 -0.18 -0.16
O -2.320 -1.335 -1.926 0.20 0.13 0.02
C -1.238 -0.585 -2.311 -0.05 -0.08 -0.06
O -1.025 -0.373 -3.457 -0.06 0.09 -0.24
C -0.349 -0.027 -1.208 -0.08 -0.15 0.03
N 0.796 -0.923 -0.967 -0.04 0.23 -0.02
N 0.939 -2.210 -1.415 0.37 -0.06 -0.11
C 2.144 -2.624 -0.971 -0.15 0.14 -0.08
N 2.635 -3.841 -1.238 -0.08 -0.21 -0.15
N 2.737 -1.673 -0.253 -0.14 -0.13 0.16
C 1.889 -0.637 -0.259 0.11 -0.11 -0.19
B 2.045 0.776 0.493 -0.15 0.62 0.77
O 1.886 0.756 1.838 -0.11 -0.07 -0.41
O 2.265 1.907 -0.216 -0.25 -0.52 -0.82
H -3.159 -2.578 0.906 0.08 0.07 0.03
H -1.542 -1.911 1.076 -0.05 0.03 -0.07
H -2.888 -0.860 0.520 0.07 -0.01 0.05
H -0.900 0.145 -0.283 0.10 -0.01 0.02
H 0.046 0.932 -1.545 -0.04 -0.11 -0.03
H 0.268 -2.705 -1.988 -0.18 0.14 0.14
H 3.293 -4.274 -0.614 0.17 0.24 -0.06
H 2.325 -4.359 -2.040 -0.08 -0.07 0.14
H 1.074 0.311 2.107 0.23 -0.03 0.51
H 1.470 2.474 -0.176 0.32 0.32 0.68
C -0.646 4.744 1.816 -0.01 0.00 0.00
F 0.641 5.032 1.572 -0.01 0.01 -0.02
F -1.039 5.457 2.873 0.02 0.02 -0.02
F -1.361 5.141 0.754 0.02 0.01 0.01
S -0.868 2.947 2.124 -0.03 -0.01 0.37
O -0.025 2.678 3.262 0.00 -0.06 -0.12
O -0.377 2.364 0.868 0.05 -0.30 -0.48
O -2.285 2.800 2.333 -0.02 -0.09 -0.22
```
Forces are in eV/Å.

Relative energy (zero: lowest compared OMol25 entry of this formula, charge and spin) = 0.00 kcal per mole
E_HOMO = -9.1 eV
LUMO level = -0.7 eV
Molar mass = 378.05 g/mol
E = -49427.1521 eV